Entry 1:
The following is a DFT calculation (ωB97M-V/def2-TZVPD) of a structure of composition C6H26B2Cl2CoCrN6O20 in a non-equilibrium geometry.

Geometry as ORCA input:
```
! RIJCOSX wB97M-V def2-TZVPD def2/J DEFGRID3
* xyz 1 9
Cr 23.16442 -15.47808 -4.22270
Co 21.90865 -17.11424 -0.48260
Cl 21.88596 -20.92323 -1.19226
O 20.57263 -21.14426 -1.74339
O 22.14221 -21.85253 -0.09254
O 22.90080 -21.15602 -2.21622
O 22.00738 -19.54866 -0.70161
Cl 21.21239 -13.94008 1.13323
O 21.02400 -15.06631 0.38227
O 20.84093 -12.82966 0.30846
O 20.32780 -13.89121 2.28270
O 22.55067 -13.86669 1.58925
B 23.17446 -16.52545 -2.14326
H 22.60375 -15.82671 -1.55140
H 24.01838 -15.99578 -2.55736
H 23.43885 -17.35972 -1.51212
H 22.52465 -16.95368 -2.89066
B 21.12292 -15.26047 -4.48353
H 21.35252 -15.04606 -3.45127
H 21.66509 -14.56552 -5.10590
H 21.47680 -16.23313 -4.78839
H 20.06617 -15.20761 -4.69501
C 18.73846 -17.93826 -3.57299
N 19.07140 -16.94167 -2.49408
O 18.15317 -16.25522 -2.15925
O 20.11728 -17.15593 -1.95783
H 17.70150 -18.20485 -3.36868
H 19.40006 -18.80447 -3.57965
H 18.88047 -17.37935 -4.49795
C 24.37823 -19.97453 -5.82825
N 23.36502 -19.06072 -5.21841
O 23.75724 -17.94686 -4.91663
O 22.23850 -19.49543 -4.93658
H 25.38158 -19.65127 -5.55097
H 24.33665 -19.95161 -6.91722
H 24.15861 -21.01220 -5.57704
C 25.55755 -18.95027 -1.74360
N 25.48362 -19.83856 -0.56281
O 24.97467 -19.37683 0.46503
O 26.16908 -20.83585 -0.53392
H 24.62774 -19.04639 -2.30424
H 26.36980 -19.08072 -2.45867
H 25.66910 -17.93110 -1.37352
C 24.22555 -12.15575 -1.01988
N 23.55411 -12.44574 -2.30097
O 23.47751 -13.60805 -2.66790
O 23.12702 -11.46444 -2.84490
H 23.46571 -12.04444 -0.24635
H 24.89728 -11.30585 -1.14051
H 24.93145 -12.93973 -0.74567
C 24.76922 -16.67926 2.84335
N 24.44493 -16.63234 1.44449
O 25.34382 -16.24921 0.68271
O 23.33766 -17.04848 1.11058
H 24.33120 -17.49362 3.42046
H 24.25649 -15.80151 3.23674
H 25.85105 -16.65784 2.97485
C 27.78063 -14.93955 -4.65943
N 26.56467 -15.32074 -3.97210
O 26.60873 -15.29121 -2.78234
O 25.58532 -15.56570 -4.60839
H 28.57299 -15.67420 -4.51607
H 28.10751 -13.95930 -4.31250
H 27.59192 -14.88371 -5.73151
*
```

Summary:
Kohn-Sham gap (alpha / beta)   0.2720 / 0.0799 Ha
<S²>   20.03

Results of the Mulliken charge analysis, in e, for atoms 1 through 6: Cr 0.16; Co 0.75; Cl 1.74; O -0.66; O -0.66; O -0.66

---

Entry 2:
The following is a DFT calculation (ωB97M-V/def2-TZVPD) of a cluster of 7 separate species, C6H26NO6 in total in a non-equilibrium geometry.

Geometry as ORCA input:
```
! RIJCOSX wB97M-V def2-TZVPD def2/J DEFGRID3
* xyz 1 1
C -0.72997 -1.04632 -0.01769
C -1.82499 -0.10573 0.52577
C -1.44777 1.38117 0.65903
C -2.36840 2.31212 0.29164
C -0.06563 1.98636 1.13499
C -0.09897 3.01941 2.24504
N -0.57456 -0.78292 -1.53244
H -0.82926 -2.04436 0.26552
H 0.27146 -0.65795 0.55733
H -1.86635 -0.38791 1.59607
H -2.93952 -0.42653 0.02977
H -2.12960 3.31284 0.42621
H -3.32455 1.98558 -0.27183
H 0.71062 1.24033 1.22009
H 0.42355 2.52336 0.36421
H -1.03217 2.89966 2.87193
H 0.58703 2.85389 2.98926
H 0.15065 3.94041 1.98777
H 0.20991 -0.23370 -1.97261
H -1.37989 -0.24316 -1.78270
H -0.68800 -1.79868 -1.91260
H 2.54112 2.01158 -2.33956
H 1.78887 1.26370 -1.47625
O 1.88048 1.29369 -2.35089
H -1.29762 -4.77684 -0.38561
H -1.10874 -4.38295 -1.96027
O -0.83093 -4.20414 -0.99507
H 3.03211 -1.61735 2.74870
H 3.32911 -0.42163 1.79396
O 2.72649 -0.97616 2.21265
H 1.99481 0.22470 -4.74432
H 1.32749 -0.84729 -3.98654
O 1.20183 0.11145 -4.16518
H 2.37084 -0.64470 -2.53412
H 3.03689 -1.86313 -1.83453
O 2.18600 -1.53792 -2.16386
H -1.24061 -0.67446 4.01765
H -1.92104 -1.75005 4.42013
O -2.07070 -0.93640 4.06833
*
```

Summary:
Kohn-Sham gap   0.3464 Ha
Energy relative to the best compared isomer or geometry (same formula, charge and spin)   135.8 kcal/mol

Results of the Mulliken charge analysis, in e, for atoms 1 through 6: C -0.20; C -0.59; C 0.82; C -1.18; C -0.03; C -1.77

---

Entry 3:
The following is a DFT calculation (ωB97M-V/def2-TZVPD) of a cluster of 6 separate species, C6H26NO6 in total in a non-equilibrium geometry.

Geometry as ORCA input:
```
! RIJCOSX wB97M-V def2-TZVPD def2/J DEFGRID3
* xyz 2 2
C -0.10000 0.36492 1.22321
O -1.18052 0.09857 2.01793
C -0.20412 -0.12998 -0.21097
C 0.70122 0.70090 -1.10063
C 0.05112 1.95026 -1.64960
C 1.41001 -0.18967 -2.17497
C 2.80651 -0.58399 -1.71876
N -1.63115 -0.13974 -0.73555
H 0.84222 0.01909 1.67506
H -0.06646 1.49199 1.42271
H -1.00688 -0.10783 2.96642
H 0.00129 -1.20010 -0.22213
H 1.51425 1.07961 -0.46444
H 0.65820 2.62503 -2.22525
H -0.76045 1.77926 -2.37239
H -0.42150 2.52461 -0.83932
H 0.80198 -1.07786 -2.29705
H 1.50403 0.39318 -3.08885
H 2.80796 -1.14095 -0.77596
H 3.44392 0.29618 -1.60882
H 3.32718 -1.22074 -2.43552
H -1.86779 0.65101 -1.34088
H -2.34741 -0.48841 -0.06914
H -1.65854 -0.90885 -1.45020
H -4.09975 -0.32023 1.61587
H -4.26498 -1.65927 0.93148
O -3.82307 -0.80226 0.82538
H 2.81824 0.81899 3.92433
H 2.37691 -0.33160 3.12878
O 2.13971 0.60197 3.26681
H -2.83372 4.02577 1.04306
H -2.03000 3.68137 2.21238
O -2.33368 3.27137 1.39132
H 3.14885 -3.18395 1.80556
H 2.99118 -2.65791 3.19482
O 2.64685 -2.53613 2.30019
H -2.17921 -2.87179 -2.11361
H -1.44803 -2.63853 -3.42438
O -1.73436 -2.18432 -2.62687
*
```

Summary:
Kohn-Sham gap (alpha / beta)   0.4147 / 0.1818 Ha
Energy relative to the best compared isomer or geometry (same formula, charge and spin)   55.7 kcal/mol
<S²>   0.75

Results of the Mulliken charge analysis, in e, for atoms 1 through 6: C -0.33; O -0.17; C -0.05; C 0.64; C -2.00; C -0.30

---

Entry 4:
The following is a DFT calculation (ωB97M-V/def2-TZVPD) of a cluster of 8 separate species, C6H26NO8 in total in a non-equilibrium geometry.

Geometry as ORCA input:
```
! RIJCOSX wB97M-V def2-TZVPD def2/J DEFGRID3
* xyz -1 1
C 0.78135 0.79169 -3.06658
O 1.36100 2.06501 -3.11830
C 0.06243 0.35987 -1.72771
C 0.41282 -1.12826 -1.43607
C -0.20514 -1.78274 -0.23044
C 0.01075 -1.63838 1.07358
C -0.87187 -2.27096 2.15128
N -1.34491 0.66776 -1.68458
H -0.10236 0.80720 -3.82835
H 1.55003 0.09939 -3.43657
H 0.46306 0.98643 -0.87416
H 1.51171 -1.30678 -1.37278
H 0.35351 -1.78153 -2.31435
H -1.04185 -2.52550 -0.38530
H 0.84647 -1.02426 1.42058
H -0.36838 -2.45756 3.08773
H -1.37920 -3.20523 1.94512
H -1.68322 -1.53448 2.31579
H -2.04689 0.24731 -2.27348
H -1.53255 1.55693 -1.26720
H -0.67451 3.80397 1.92908
H 0.13825 3.28360 0.87118
O -0.70369 3.85310 0.96749
H 1.12160 2.43689 -2.25656
H 2.40956 3.19512 0.83245
O 1.63903 2.67592 0.58593
H -2.68721 -2.01037 -1.27933
H -3.04797 -2.41900 0.14284
O -3.38068 -2.43225 -0.75876
H 4.09188 1.09215 -0.01148
H 2.57566 1.32997 0.22120
O 3.23691 0.65333 -0.03349
H 1.76744 -3.30220 1.26814
H 0.57348 -3.79651 0.41507
O 1.43734 -4.04312 0.75450
H -1.90105 -0.10283 0.76136
H -3.03560 1.04106 0.96369
O -2.55105 0.30940 1.33671
H 1.23379 2.55953 2.13531
H 0.00940 2.45607 3.04651
O 0.97066 2.49023 3.12994
*
```

Summary:
Kohn-Sham gap   0.3228 Ha
Energy relative to the best compared isomer or geometry (same formula, charge and spin)   34.0 kcal/mol

Results of the Mulliken charge analysis, in e, for atoms 1 through 6: C -0.58; O -0.54; C 1.04; C -2.02; C 0.06; C -0.77

---

Entry 5:
The following is a DFT calculation (ωB97M-V/def2-TZVPD) of a cluster of 7 separate species, C6H27NO6 in total in a non-equilibrium geometry.

Geometry as ORCA input:
```
! RIJCOSX wB97M-V def2-TZVPD def2/J DEFGRID3
* xyz 0 1
C 2.26311 1.22062 2.70101
C 1.11888 0.54120 1.93340
C 0.11710 1.55682 1.34260
N -1.26949 1.08756 1.33510
C -1.86752 0.90296 0.00440
C -3.30963 0.43991 0.28088
C -1.88496 2.19649 -0.80076
H 1.84560 1.53481 3.65790
H 3.09860 0.53100 2.84191
H 2.72086 2.06723 2.19047
H 1.47286 -0.11324 1.14269
H 0.67023 -0.06368 2.72594
H 0.50263 1.75237 0.34614
H 0.20114 2.48081 1.91872
H -1.33170 0.23463 1.87690
H -1.31807 0.11295 -0.52719
H -3.27573 -0.51356 0.80222
H -3.78788 1.24793 0.82285
H -3.77120 0.22821 -0.67999
H -2.52368 2.06288 -1.67748
H -2.29737 3.05378 -0.27280
H -0.86304 2.38391 -1.11571
O 2.95572 1.67967 -0.44966
H 3.60733 2.25780 -0.86601
H 3.10974 0.78955 -0.80258
O 0.23536 -1.52182 -3.43073
H -0.72338 -1.61769 -3.31659
H 0.70737 -2.24419 -3.00780
O 1.35627 -0.67039 -0.99932
H 0.71116 -0.04358 -0.63604
H 0.84680 -0.85200 -1.82446
O 4.06836 -1.55792 -0.82080
H 3.15493 -1.87324 -0.72428
H 4.16764 -1.34656 0.12144
O -2.19605 -2.28321 -2.16621
H -2.18312 -3.06442 -2.73275
H -2.71555 -1.63548 -2.66241
O -2.14704 -2.24543 2.30517
H -3.02509 -2.37316 1.92346
H -1.57759 -2.42981 1.54689
*
```

Summary:
Kohn-Sham gap   0.3031 Ha
Energy relative to the best compared isomer or geometry (same formula, charge and spin)   11.3 kcal/mol
SMILES string   CCCNC(C)C.O.O.O.O.O.O

Results of the Mulliken charge analysis, in e, for atoms 1 through 6: C -1.57; C 0.22; C -0.89; N -0.41; C 1.29; C -1.27